1.
14
Properties=species:S:1:pos:R:3:forces:R:3 method="wB97M-V/def2-TZVPD" e_lumo_ha="-0.2128 / -0.2169" e_homo_ev="-12.44 / -12.19" homo_lumo_gap_ev="6.65 / 6.28" total_charge=+1
C -1.1784 -0.4399 -0.6047 -0.4 -1.8 0.4
C 0.9586 0.5774 0.0679 0.9 0.8 -2.2
C 1.4517 -0.6313 0.7071 -3.1 -1.4 -0.4
N -2.4580 -0.4243 -0.2952 1.1 0.9 0.5
N -0.3204 0.5921 -0.2671 -1.0 1.3 -0.3
S -3.1744 0.7693 0.5855 -0.3 0.4 0.1
S 1.9505 1.8338 -0.7315 -0.7 -0.9 1.5
H -0.8031 -1.3258 -1.0951 0.3 0.1 0.0
H 1.3830 -1.4478 -0.0696 0.5 0.6 0.7
H 0.5519 -0.8411 1.3782 1.7 -0.3 -0.1
H 2.3839 -0.5793 1.1829 1.2 0.0 0.6
H -3.0462 -1.2165 -0.5430 0.3 0.0 -0.4
H -0.7780 1.5038 -0.3127 -0.1 0.3 -0.3
H 3.0787 1.6298 -0.0026 -0.4 0.0 -0.1

2.
63
Properties=species:S:1:pos:R:3:forces:R:3 method="wB97M-V/def2-TZVPD" e_lumo_ha="-0.2484 / -0.3032" e_homo_ev="-14.41 / -14.54" homo_lumo_gap_ev="7.65 / 6.29" total_charge=+2 multiplicity=4
H 0.0888 3.0624 0.8557 0.0 0.1 0.1
N 0.4579 1.7701 -0.7912 0.6 2.3 -1.3
B 0.9401 0.9179 -3.1300 -0.5 -0.2 0.3
N 0.8318 2.0611 -2.1343 -0.7 -0.2 1.7
C 0.8212 3.3738 -2.3320 0.2 -0.7 0.3
Re 0.0409 -0.0781 -0.1943 -0.6 -0.6 0.8
H 1.0189 3.7555 -3.3241 0.1 0.1 0.2
C 0.5411 4.0148 -1.1334 -0.2 -0.1 0.9
H 0.5396 5.0791 -0.9616 -0.1 -0.1 0.0
C 0.3147 3.0132 -0.1932 0.5 -0.8 -1.3
H 1.3587 1.3111 -4.1855 -0.2 -0.2 0.2
C -2.1966 -2.8143 1.4643 -0.3 0.2 -0.5
H -2.6043 -2.9554 2.4775 0.3 0.2 -0.4
H -1.2629 -3.3664 1.3359 -0.3 -0.3 0.1
H -2.9555 -3.1723 0.7437 0.5 0.2 0.3
N -0.4710 0.2989 -3.1804 -1.0 -0.7 0.6
N 1.8168 -0.1868 -2.5469 -0.2 -1.6 1.0
N -1.0743 -0.1925 -2.0133 0.3 0.4 -1.2
N 1.4926 -0.8960 -1.3321 2.0 0.7 -2.6
C -1.2818 0.1131 -4.2244 -0.2 -0.2 1.1
C 2.7156 -0.8825 -3.2437 -0.3 0.7 0.8
H -0.9477 0.4497 -5.1963 -0.3 -0.2 0.0
H 2.9369 -0.5821 -4.2602 0.3 0.0 0.3
C -2.4581 -0.4901 -3.7666 -0.1 0.0 0.3
C 3.1721 -1.9329 -2.4749 -0.6 -0.5 0.9
C -2.3127 -0.6564 -2.3821 1.7 0.7 -0.7
C 2.3746 -1.9665 -1.3212 -0.3 1.3 -1.0
H -3.2992 -0.7465 -4.3888 -0.1 -0.1 0.2
H 3.9938 -2.5632 -2.7329 0.1 -0.5 0.0
H -2.9422 -1.0534 -1.6105 -0.4 -0.2 -0.1
H 2.3707 -2.6645 -0.4995 0.1 0.0 -0.3
H -1.9446 -1.7453 1.2599 -0.5 -0.5 0.3
C -0.0620 2.6377 6.3740 0.1 -0.1 0.1
C -0.5193 2.4197 4.9592 0.0 -0.3 -0.2
C -1.5000 3.2331 4.4078 0.1 0.2 0.0
C -1.9718 3.0161 3.1171 -0.3 -0.4 -0.7
C -3.0075 3.9374 2.5664 -0.3 0.1 -0.1
C -1.4952 1.9513 2.3616 -0.1 0.6 -0.2
C -0.4305 1.1605 2.8261 0.5 -0.7 -0.4
C -0.0092 1.4056 4.1674 0.2 -0.3 0.6
N 0.1463 0.2017 1.9854 -0.8 1.3 0.4
C 0.8998 -0.8771 2.6373 0.6 -0.3 0.9
C 2.2585 -0.4210 3.2474 0.1 0.0 -0.2
C 0.0907 -1.5717 3.7388 -0.2 -0.3 0.1
C 1.2339 -1.8961 1.5611 0.5 0.1 0.0
H 0.3468 3.6486 6.4866 -0.1 -0.2 0.0
H -0.8993 2.5363 7.0770 0.2 0.0 -0.2
H 0.7104 1.9183 6.6596 -0.1 0.1 0.0
H -1.9081 4.0534 4.9894 0.0 0.0 0.0
H -3.9166 3.8985 3.1753 0.1 0.0 -0.2
H -2.6350 4.9659 2.6076 -0.1 -0.1 -0.1
H -3.2515 3.6796 1.5333 -0.1 0.1 0.1
H -1.9571 1.7268 1.3967 0.2 0.2 0.1
H 0.6951 0.7582 4.6665 -0.1 0.4 -0.3
H 2.1681 0.2000 4.1456 0.2 -0.4 -0.5
H 2.8275 -1.3189 3.5300 -0.2 0.2 -0.1
H 2.8441 0.1460 2.5176 0.0 -0.1 0.0
H -0.8810 -1.8955 3.3634 0.1 0.1 0.1
H 0.6437 -2.4619 4.0643 -0.1 0.2 -0.1
H -0.0614 -0.9477 4.6179 -0.1 -0.2 -0.2
H 0.3507 -2.2393 0.9580 0.4 0.3 0.2
H 2.0724 -1.5044 0.9574 -0.5 -0.2 0.3
H 1.6098 -2.7918 2.0719 -0.1 0.0 -0.4

3.
49
Properties=species:S:1:pos:R:3:forces:R:3 method="wB97M-V/def2-TZVPD" e_lumo_ha=0.0268 e_homo_ev=-8.00 homo_lumo_gap_ev=8.73 total_charge=0
C -4.7228 -3.9665 1.1536 0.1 -0.1 0.1
H -3.6889 -4.1154 0.8240 0.0 0.0 0.0
O -5.4162 -3.0871 0.3045 -0.1 0.2 -0.2
C -4.9669 -1.8010 0.1964 0.1 0.1 0.0
C -3.8532 -1.2868 0.8420 -0.2 -0.4 0.0
C -3.4839 0.0402 0.6632 0.0 0.5 -0.1
C -4.2189 0.8703 -0.1692 -0.1 -0.3 0.1
C -5.3407 0.3501 -0.8186 0.2 0.1 0.1
C -5.7092 -0.9615 -0.6378 0.1 -0.1 0.1
H -6.5743 -1.3682 -1.1364 -0.1 0.0 -0.1
H -5.9074 1.0022 -1.4632 -0.1 0.1 -0.1
O -3.9508 2.1892 -0.4111 0.0 0.1 -0.1
C -2.7575 2.7404 0.0933 0.2 0.1 0.1
C -2.6764 4.1844 -0.3965 -0.1 -0.4 0.1
H -2.6577 4.1946 -1.4833 0.0 0.0 -0.1
H -3.5511 4.7307 -0.0544 0.0 0.1 0.1
H -1.7772 4.6567 -0.0113 0.1 0.1 0.0
C -1.5405 1.9788 -0.4451 -0.4 -0.2 -0.6
O -1.4745 1.5097 -1.5551 0.1 0.3 0.2
O -0.6032 1.9360 0.4871 -0.1 -0.6 0.6
N 0.7073 1.4615 0.2510 0.9 1.1 -0.1
C 0.9300 0.3224 -0.2889 -0.8 -0.4 -0.1
N 0.0358 -0.6120 -0.6976 -0.2 -0.2 -0.1
H 0.4051 -1.4182 -1.1737 0.0 0.0 0.1
H -0.8805 -0.3108 -1.0005 0.1 0.1 0.0
C 2.3623 -0.0309 -0.3737 0.4 -0.2 -0.2
C 2.8614 -0.7709 -1.4320 -0.3 0.2 0.2
C 4.2122 -1.0839 -1.4924 0.3 -0.1 0.1
C 5.0813 -0.6697 -0.4978 0.0 0.1 0.1
C 4.5780 0.0956 0.5830 0.1 -0.1 -0.1
C 3.2334 0.4054 0.6271 0.1 0.0 0.0
H 2.8158 0.9916 1.4269 0.0 0.1 0.1
O 5.4958 0.4664 1.5127 0.0 -0.2 -0.4
C 5.0612 1.2473 2.5999 -0.1 0.1 0.2
H 4.6345 2.1983 2.2665 0.0 0.0 0.0
H 5.9517 1.4382 3.1965 -0.1 0.0 0.0
H 4.3241 0.7136 3.2084 0.0 0.0 0.0
O 6.4129 -0.9300 -0.4600 -0.3 0.2 0.2
C 6.9827 -1.6713 -1.5103 0.1 -0.1 -0.2
H 8.0419 -1.7508 -1.2713 -0.1 0.0 -0.1
H 6.5509 -2.6755 -1.5764 0.0 0.0 0.0
H 6.8668 -1.1619 -2.4726 0.0 0.0 0.0
H 4.5759 -1.6527 -2.3330 0.1 0.0 -0.1
H 2.2219 -1.0842 -2.2443 -0.1 0.0 -0.1
H -2.7395 2.7110 1.1928 0.0 -0.1 -0.2
H -2.6171 0.4003 1.1954 0.1 0.1 0.1
H -3.2521 -1.8994 1.4953 0.0 -0.1 0.0
H -5.2569 -4.9138 1.0971 0.1 0.0 0.0
H -4.7251 -3.6123 2.1899 0.0 0.0 0.0

4.
16
Properties=species:S:1:pos:R:3:forces:R:3 method="wB97M-V/def2-TZVPD" e_lumo_ha=-0.1193 e_homo_ev=-13.60 homo_lumo_gap_ev=10.36 total_charge=+1
C -2.1219 -0.1484 -0.0970 0.8 -0.3 1.0
C 2.1483 0.2608 -0.0724 -1.4 -0.2 -0.5
N -2.7344 0.9178 -0.5985 2.6 1.3 0.8
N 3.4276 0.1414 -0.4559 1.0 0.5 0.5
N -1.0516 0.1253 0.7100 1.4 0.7 -0.4
N -0.1603 -1.0205 0.8705 -1.4 1.6 -2.8
O -2.4960 -1.3855 -0.2277 1.4 -1.1 0.4
O 1.5730 1.2600 0.3074 0.7 0.1 0.5
S 0.9830 -1.1614 -0.4007 1.1 -0.7 0.0
H -2.0921 1.7548 -0.5325 -1.5 -1.1 -0.1
H -3.4454 1.0390 -1.2746 -0.9 -0.8 -0.5
H 4.0626 0.8905 -0.1989 -0.6 0.5 -0.1
H 4.0043 -0.6752 -0.5885 -1.0 -0.7 0.0
H -0.5688 1.1060 0.6159 -0.8 -2.6 0.3
H 0.2417 -1.0270 1.7526 0.7 0.2 2.1
H -1.7700 -2.0777 0.1902 -2.0 2.7 -1.0